C10H12FN | ωB97M-V/def2-TZVPD

Structure (XYZ):
```
24
Properties=species:S:1:pos:R:3:forces:R:3:lowdin_charge:R:1
F -1.305 -2.561 -0.092 0.379 -0.548 0.080 -0.081
N 0.652 -0.798 -0.031 0.568 3.326 -0.264 0.058
C 2.699 0.253 -0.835 1.230 2.990 0.363 0.002
C -2.209 -1.600 -0.516 -0.989 -0.239 1.230 -0.125
C -0.944 2.554 0.240 -1.155 -1.081 -0.561 -0.089
C -0.346 0.251 0.011 1.118 -1.167 0.531 -0.126
C -2.291 2.139 0.084 -0.413 2.041 -0.634 -0.091
C 2.806 -1.575 0.937 -1.152 2.368 -1.253 -0.027
C -2.631 0.811 -0.127 -0.870 1.238 0.990 -0.090
C 0.057 1.623 0.291 -2.700 -3.144 -1.447 -0.012
C -1.683 -0.170 -0.172 0.413 -0.716 -0.478 -0.148
C 2.030 -0.462 0.046 0.895 -4.398 0.761 -0.384
H 2.113 0.990 -1.407 0.569 -0.595 -0.333 0.064
H 1.077 1.803 0.210 1.416 0.686 0.457 0.064
H 2.740 -2.459 0.337 -0.358 -0.810 -0.112 0.055
H 0.390 -1.636 0.414 -0.271 -0.846 0.454 0.087
H 2.158 -1.643 1.836 1.269 -0.270 -0.031 0.077
H 3.904 -1.379 0.975 -1.066 0.195 0.735 0.079
H -3.683 0.547 -0.122 -0.018 0.006 -0.420 0.112
H -2.417 -1.838 -1.586 0.281 0.720 0.619 0.127
H -3.169 -1.892 0.091 1.472 1.169 -1.166 0.148
H 3.799 0.520 -0.658 -1.740 -0.735 -0.437 0.089
H -0.669 3.565 0.131 -0.015 1.206 0.419 0.088
H -3.080 2.957 -0.055 1.136 -1.399 0.497 0.122
```
Forces are in eV/Å.

The calculation puts the largest force on an atom at 4.55 eV Å⁻¹. As for the total charge: 0. As for the HOMO-LUMO gap: 8.716 eV. Its spin multiplicity is 1. The SMILES is C=C(C)Nc1ccccc1CF. The HOMO energy comes out at -7.808 eV.

---

C21H21F3N2O2 | ωB97M-V/def2-TZVPD

Structure (XYZ):
```
49
Properties=species:S:1:pos:R:3:forces:R:3:lowdin_charge:R:1
F -6.413 1.696 0.184 0.062 0.011 0.186 0.135
F -5.328 1.798 -1.668 0.270 0.081 -0.088 0.135
F -6.277 -0.039 -1.077 0.080 -0.241 0.043 0.138
O 0.707 0.516 1.658 -0.003 -0.088 0.092 0.082
O 0.600 0.099 -1.272 -0.111 -0.064 -0.186 0.096
N 2.719 0.423 -0.572 0.401 0.022 0.135 0.151
N -0.853 1.677 0.451 0.070 0.459 -0.074 0.143
C 2.603 1.790 -0.300 -0.176 0.354 -0.021 -0.167
C 2.085 -1.813 -1.262 -0.098 -0.291 -0.161 -0.228
C 0.478 -3.426 0.622 -0.086 0.222 0.029 -0.195
C 1.451 2.307 0.301 0.248 -0.001 -0.005 -0.077
C -2.067 -0.156 1.525 0.215 -0.001 0.052 -0.003
C 1.696 -0.360 -1.029 0.360 -0.259 -0.334 -0.414
C 3.636 2.652 -0.655 -0.109 -0.150 0.069 -0.012
C -3.152 1.301 -0.052 -0.048 -0.136 0.073 0.054
C -3.246 -0.863 1.674 -0.217 0.075 -0.105 -0.054
C 0.871 -2.623 -1.727 -0.117 0.310 0.002 -0.152
C 1.338 3.678 0.494 0.041 -0.133 -0.046 -0.023
C -4.386 -0.501 0.979 0.002 0.072 -0.080 -0.022
C 2.363 4.530 0.124 0.049 0.104 -0.028 -0.080
C 3.519 4.011 -0.436 -0.034 0.054 0.075 -0.078
C -0.155 -2.787 -0.609 0.036 -0.238 -0.030 -0.190
C 2.698 -2.463 -0.015 -0.019 0.145 0.106 -0.156
C 1.662 -2.591 1.098 0.077 -0.244 -0.029 -0.183
C -4.326 0.586 0.116 0.050 -0.016 -0.036 -0.122
C -2.007 0.930 0.653 -0.400 -0.304 0.200 -0.197
C 0.416 1.380 0.859 -0.188 0.450 0.030 -0.431
C -5.570 1.005 -0.613 -0.362 0.165 -0.072 -0.586
H 2.122 -3.057 1.972 0.011 0.066 0.043 0.113
H 1.213 -3.607 -2.059 0.043 -0.012 -0.039 0.119
H 4.531 2.248 -1.105 0.061 -0.045 -0.097 0.113
H -0.924 2.371 -0.282 0.145 -0.173 0.086 0.151
H 0.819 -4.436 0.376 -0.015 -0.095 0.038 0.112
H 1.318 -1.598 1.388 0.020 -0.008 0.082 0.090
H 3.654 0.044 -0.580 -0.173 -0.057 0.036 0.147
H -0.984 -3.401 -0.967 -0.053 0.040 -0.007 0.113
H -0.555 -1.808 -0.345 -0.074 -0.020 -0.014 0.094
H -1.186 -0.444 2.072 0.006 0.006 0.010 0.103
H 3.557 -1.893 0.346 0.070 -0.064 -0.022 0.104
H 4.330 4.669 -0.711 0.066 0.050 -0.032 0.105
H -0.264 -3.507 1.418 -0.015 -0.089 0.038 0.106
H 0.406 -2.119 -2.576 0.039 -0.077 -0.046 0.116
H 2.267 5.593 0.285 -0.007 0.091 0.022 0.103
H 3.057 -3.459 -0.292 0.071 0.015 -0.025 0.120
H -3.276 -1.707 2.345 0.020 -0.081 0.077 0.109
H -5.308 -1.049 1.094 -0.080 -0.061 0.011 0.120
H -3.123 2.137 -0.734 0.000 0.076 -0.071 0.126
H 2.835 -1.807 -2.065 -0.043 0.054 0.061 0.151
H 0.451 4.074 0.969 -0.082 0.026 0.050 0.119
```
Forces are in eV/Å.

The calculation puts the largest force on an atom at 0.56 eV Å⁻¹. As for the total charge: 0. As for the HOMO-LUMO gap: 9.253 eV. Its spin multiplicity is 1. The SMILES is O=C(Nc1cccc(C(F)(F)F)c1)c1ccccc1NC(=O)C1CCCCC1. The HOMO energy comes out at -8.704 eV.

---

C18H35N4O6S2 | ωB97M-V/def2-TZVPD

Structure (XYZ):
```
65
Properties=species:S:1:pos:R:3:forces:R:3:lowdin_charge:R:1
S -4.816 -1.167 0.373 -0.465 -0.988 0.838 0.687
S -3.789 -0.519 -3.378 -0.421 -0.023 0.029 0.640
O -2.344 -0.464 -2.711 -0.335 0.044 -0.146 -0.111
O -4.346 -2.520 0.513 0.065 0.051 -0.474 -0.300
O -4.168 -1.861 -3.626 0.003 -0.048 0.065 -0.192
O -4.588 0.004 -2.065 0.115 -0.218 -0.396 -0.169
O -3.898 0.467 -4.379 0.188 0.078 0.088 -0.178
O -4.792 -0.369 1.566 0.082 0.506 -0.243 -0.291
N -1.849 -4.447 3.349 -0.171 -0.152 -0.563 0.099
N -0.744 -5.024 1.256 -0.540 0.630 0.094 0.034
N 3.519 3.000 0.951 0.009 0.037 0.402 -0.274
N 0.490 -4.327 3.070 -0.198 0.310 -0.250 0.096
C -6.451 -1.210 -0.295 0.103 0.408 -0.344 -0.107
C -1.975 -4.727 0.503 0.127 -0.188 0.016 -0.209
C -3.868 -0.216 -0.879 0.478 0.394 -0.126 -0.272
C 4.938 2.726 0.531 0.137 0.060 -0.128 -0.097
C -1.690 -4.500 -0.988 -0.189 0.111 0.422 -0.155
C -0.808 1.071 -0.043 0.711 0.120 0.916 0.165
C -2.383 -3.260 -1.555 0.457 -0.005 -0.321 -0.191
C 3.657 4.175 1.910 0.116 0.054 0.004 -0.079
C 2.612 3.405 -0.193 -0.041 -0.199 -0.158 -0.112
C 4.955 4.902 1.523 0.009 0.072 -0.041 -0.120
C -1.509 0.329 -0.653 -0.575 -0.407 -0.803 -0.040
C 5.538 4.104 0.348 -0.056 0.108 -0.017 -0.133
C -2.405 -0.657 -1.288 0.604 0.236 0.815 -0.400
C 3.663 3.114 -2.521 0.059 -0.140 0.079 -0.085
C 2.941 1.824 1.662 0.001 0.005 -0.184 0.021
C -0.658 -4.577 2.575 0.488 -0.145 0.355 -0.560
C -1.818 -2.013 -0.880 -0.383 -0.261 -0.410 -0.120
C 2.716 2.551 -1.455 0.074 0.251 -0.266 -0.212
H -3.758 0.744 -0.384 -0.229 0.094 0.079 0.136
H 6.624 4.079 0.355 0.007 -0.050 0.010 0.131
H -1.837 -2.056 0.206 -0.148 -0.072 0.126 0.123
H -0.766 -1.963 -1.161 0.137 0.131 0.024 0.137
H -0.148 1.491 0.679 -0.100 0.336 -0.236 0.025
H 3.598 1.552 2.482 0.006 -0.027 0.004 0.113
H -3.463 -3.329 -1.528 -0.104 -0.026 0.235 0.102
H -2.600 -5.021 2.980 0.027 -0.074 0.025 0.076
H -6.894 -0.228 -0.157 -0.099 0.038 0.070 0.084
H 5.229 4.539 -0.603 0.019 -0.048 -0.028 0.107
H 3.713 3.768 2.916 -0.047 -0.030 0.006 0.133
H 2.768 4.792 1.827 -0.075 -0.065 0.030 0.136
H 4.714 2.948 -2.283 0.006 0.046 -0.016 0.065
H 3.475 2.635 -3.480 -0.001 -0.011 -0.003 0.085
H -6.420 -1.439 -1.355 0.056 -0.183 -0.042 0.073
H -1.979 -5.386 -1.543 0.103 -0.035 -0.234 0.116
H 5.638 4.906 2.369 0.000 -0.028 0.006 0.122
H 1.719 2.515 -1.894 -0.060 -0.045 0.119 0.118
H 3.511 4.186 -2.651 -0.034 0.004 -0.021 0.086
H 5.414 2.201 1.358 -0.029 -0.008 0.032 0.146
H 0.367 -4.088 4.048 0.068 -0.079 0.068 0.034
H 4.775 5.940 1.254 -0.039 -0.002 0.004 0.121
H -2.182 -3.492 3.273 0.035 0.057 0.266 0.085
H 0.071 -4.678 0.769 0.243 -0.385 0.007 0.105
H -6.996 -1.977 0.242 0.028 -0.078 0.219 0.085
H 2.815 4.452 -0.414 0.086 -0.004 -0.032 0.136
H -2.671 -5.555 0.623 -0.085 -0.078 -0.030 0.119
H 1.605 3.349 0.217 0.022 0.081 0.087 0.122
H 2.975 1.516 -1.219 -0.071 -0.023 0.044 0.111
H -0.618 -4.347 -1.118 0.133 -0.171 -0.121 0.109
H 2.855 0.994 0.965 -0.039 -0.019 0.026 0.111
H -2.471 -3.852 0.907 -0.092 0.127 0.101 0.066
H -2.108 -3.194 -2.607 -0.122 -0.031 -0.122 0.115
H 4.953 2.085 -0.345 -0.048 -0.018 0.023 0.124
H 1.963 2.100 2.049 -0.009 -0.023 0.022 0.107
```
Forces are in eV/Å.

The calculation puts the largest force on an atom at 1.38 eV Å⁻¹. As for the total charge: +1. As for the HOMO-LUMO gap: 7.969 eV. Its spin multiplicity is 1. The HOMO energy comes out at -10.480 eV.

---

C32H48BrGe2OPdSb | ωB97M-V/def2-TZVPD

Structure (XYZ):
```
86
Properties=species:S:1:pos:R:3:forces:R:3:mulliken_spin:R:1
Sb 1.317 -0.732 -3.985 -0.209 -0.171 0.611 0.000
Pd 0.142 -0.487 -1.622 0.345 0.414 -0.135 -0.006
Br 1.916 0.784 0.225 0.041 0.124 0.153 0.011
Ge 0.549 -2.609 -0.687 0.205 -0.031 -0.259 0.009
Ge -1.921 -2.598 -1.028 -0.257 -0.238 -0.231 0.006
O -0.903 1.421 -0.542 0.002 -0.142 -0.105 0.314
C 1.063 2.586 2.227 0.123 -0.084 -0.050 0.032
C 1.902 -2.549 3.862 -0.024 0.001 -0.065 0.001
C 3.037 -3.649 -1.855 0.020 0.036 -0.003 0.000
C 2.510 -2.599 1.535 0.055 -0.027 -0.078 0.000
C 0.562 -2.508 3.510 0.048 0.007 0.018 -0.001
C 1.815 5.009 3.857 -0.021 -0.013 -0.004 0.028
C 3.188 -5.537 -3.340 -0.073 0.010 0.020 0.000
C 1.811 -5.696 -3.272 0.072 -0.032 0.000 0.000
C -1.108 3.640 2.269 0.039 -0.024 -0.016 -0.022
C -3.034 4.850 0.368 0.034 -0.036 0.017 0.022
C 0.897 3.089 5.197 -0.004 0.009 -0.023 0.027
C -2.930 3.329 0.593 -0.071 0.030 -0.008 0.025
C -3.947 2.902 1.668 0.041 -0.018 -0.021 0.027
C -0.530 5.067 4.694 0.027 -0.026 -0.024 0.007
C 0.567 4.156 4.139 0.001 0.032 0.047 0.027
C -2.395 -2.118 -2.879 0.025 -0.078 0.093 0.000
C 1.051 -4.828 -2.500 -0.025 -0.005 0.033 0.000
C -0.603 2.083 0.473 -0.102 -0.048 -0.090 0.223
C 3.798 -4.506 -2.636 0.057 0.008 0.009 0.000
C -3.327 2.648 -0.721 0.028 -0.027 -0.008 -0.006
C 1.550 -2.572 -5.015 -0.019 0.017 -0.031 0.000
C 3.345 -0.087 -3.986 -0.028 -0.020 -0.037 0.000
C 1.165 -2.548 1.166 -0.038 -0.028 -0.203 0.000
C 2.876 -2.595 2.870 0.009 0.007 0.050 0.001
C 0.149 3.458 2.858 -0.146 0.053 -0.007 0.087
C 0.200 -2.504 2.170 -0.080 0.087 0.009 0.001
C -2.870 -1.401 0.203 0.030 -0.059 0.013 0.006
C 0.540 0.460 -5.571 0.012 0.008 0.047 -0.001
C 1.653 -3.801 -1.774 -0.190 0.013 0.159 0.002
C -1.524 3.013 1.111 -0.077 0.102 0.063 0.101
C -2.512 -4.474 -0.827 0.002 0.189 0.092 0.002
C 0.703 1.943 1.092 0.132 -0.145 -0.074 0.087
H -3.867 1.832 1.871 -0.016 0.003 0.005 -0.004
H -4.959 3.107 1.315 0.002 0.006 -0.008 0.001
H -0.852 -2.469 1.912 0.005 0.001 -0.004 0.000
H -2.655 2.914 -1.536 -0.008 -0.026 -0.003 0.002
H 0.580 -3.031 -5.202 -0.012 0.026 -0.007 0.000
H -0.173 5.538 5.609 -0.003 0.002 0.000 0.000
H -3.913 -1.340 -0.112 0.006 -0.024 -0.020 0.000
H 0.025 2.468 5.407 0.009 -0.007 0.011 0.000
H -2.441 -0.400 0.166 0.017 -0.002 0.002 -0.002
H 1.714 2.439 4.882 -0.005 0.000 0.000 -0.001
H 2.047 2.428 2.646 -0.007 0.002 -0.005 0.001
H -3.564 -4.522 -1.115 -0.002 0.027 0.011 0.000
H 2.659 4.404 3.524 -0.003 0.003 -0.007 -0.001
H 2.192 -2.554 4.905 -0.006 0.000 0.004 0.000
H -2.309 5.180 -0.378 -0.008 0.012 0.003 -0.004
H -3.346 1.564 -0.631 -0.008 0.016 -0.028 0.001
H 3.410 0.950 -3.662 -0.028 0.004 -0.002 0.000
H 1.082 0.214 -6.484 -0.005 0.021 -0.002 0.000
H -2.419 -4.849 0.191 0.060 0.044 0.011 0.000
H 4.871 -4.373 -2.692 -0.003 -0.007 0.001 0.000
H -2.848 -1.756 1.232 0.003 -0.019 -0.010 0.000
H 3.785 -6.209 -3.941 -0.002 -0.003 -0.005 0.000
H 3.923 -0.707 -3.302 -0.016 -0.022 -0.006 0.000
H 3.923 -2.634 3.141 -0.004 0.001 0.005 0.000
H -2.414 -1.041 -3.039 0.029 0.026 0.044 0.000
H 2.150 -3.254 -4.418 0.010 0.057 -0.043 0.000
H 2.049 -2.379 -5.964 -0.015 0.018 -0.002 0.000
H -1.798 4.315 2.749 0.004 0.006 0.018 -0.008
H -1.696 -2.563 -3.588 -0.013 -0.020 -0.009 0.000
H -0.203 -2.482 4.275 0.005 -0.003 0.005 0.000
H 1.607 5.759 3.092 0.017 0.006 0.004 -0.001
H 3.533 -2.849 -1.316 0.010 -0.009 -0.035 0.000
H -3.393 -2.517 -3.076 0.008 0.008 -0.020 0.000
H -0.788 5.863 3.992 -0.009 0.002 0.010 -0.001
H -3.805 3.440 2.605 0.007 -0.010 0.008 0.001
H -0.024 -4.958 -2.468 -0.005 -0.014 -0.005 0.000
H -0.519 0.257 -5.712 0.007 -0.037 0.012 0.000
H -2.865 5.417 1.283 0.003 0.012 -0.004 0.002
H 3.286 -2.646 0.781 -0.021 -0.014 0.050 -0.001
H 1.200 3.579 6.124 0.000 -0.003 0.003 0.003
H 3.753 -0.183 -4.991 0.014 0.014 0.009 0.000
H -1.434 4.508 4.941 -0.005 0.011 -0.001 0.000
H -1.954 -5.130 -1.492 -0.004 -0.010 0.006 0.000
H 1.328 -6.493 -3.821 0.004 -0.001 -0.003 0.000
H -4.331 2.983 -0.986 -0.006 0.030 0.023 0.000
H 2.116 5.526 4.769 0.000 -0.001 0.000 0.002
H -4.032 5.096 0.005 -0.006 -0.014 -0.002 0.001
H 0.668 1.517 -5.345 0.017 -0.007 0.022 0.000
```
Forces are in eV/Å.

The calculation puts the largest force on an atom at 0.67 eV Å⁻¹. Its expectation value of S² is 0.7835. As for the total charge: +1. As for the HOMO-LUMO gap (spin up / spin down): 7.043 / 5.941 eV. Its spin multiplicity is 2. The HOMO energy (spin up / spin down) comes out at -10.570 / -10.624 eV.

---

largest force on an atom of number 3 (C18H35N4O6S2)?
1.38 eV Å⁻¹

---

What is the largest force on an atom in the first record?
4.55 eV Å⁻¹